(1)
Here is C4H3O4Tl as an isolated structure in a non-equilibrium geometry from the Open Molecules 2025 dataset. Energies are from ωB97M-V with the def2-TZVPD basis set.

```
12
Properties=species:S:1:pos:R:3:forces:R:3:nbo_charge:R:1
C 1.3274 -0.8767 0.2103 -0.373 -0.430 0.871 -0.305
C 0.0051 -0.7735 0.3132 -0.949 -2.303 -2.497 0.108
H 1.7536 -1.8557 0.4244 -0.075 0.249 -0.098 0.269
H -0.7672 -1.6041 0.1548 1.879 0.499 1.284 0.205
O -0.6701 0.3719 -0.0832 0.200 1.557 0.290 -0.524
C -1.9122 0.1959 -0.4748 -0.498 0.118 0.618 0.804
O -2.8731 0.6390 0.0690 -0.322 0.124 -0.492 -0.617
Tl -5.6514 0.8062 0.1155 0.121 0.016 -0.004 0.990
O 1.9629 1.4549 -0.1059 -0.474 0.601 -0.170 -0.650
C 2.3342 0.1769 -0.0915 1.458 -0.281 -0.467 0.732
O 3.4826 -0.1127 -0.3313 -1.099 -0.070 0.428 -0.503
H 1.0083 1.5780 -0.2003 0.132 -0.079 0.237 0.490
```
Forces are in eV/Å.

## Properties
* LUMO level (alpha / beta): -5.232 / -5.387 eV
* multiplicity: 2
* charge: +1

***

(2)
Here is an isolated ion of composition C4H3O5 and charge -1 in a non-equilibrium geometry from the Open Molecules 2025 dataset. Energies are from ωB97M-V with the def2-TZVPD basis set.

```
12
Properties=species:S:1:pos:R:3:forces:R:3:nbo_charge:R:1
C 0.5550 0.3672 -2.2441 -0.505 -0.121 4.840 0.986
C -1.1187 -0.4112 -0.6698 -2.299 -0.808 0.319 0.641
C -0.3297 0.3126 0.1764 2.722 1.447 -4.759 -0.060
C 0.1708 0.3924 1.5397 -1.558 -2.737 -0.572 -0.133
O -2.1777 -1.0392 -0.4748 1.686 0.628 -0.820 -0.701
O 1.3337 0.5437 -3.1520 -1.250 -0.214 0.216 -0.655
O -0.6199 -0.2949 -2.1396 -0.360 -0.343 -0.131 -0.570
O 0.7923 0.7758 -0.9273 0.297 0.247 0.249 -0.599
O 0.9571 -0.7726 1.9079 -0.422 -0.558 0.618 -0.738
H -0.6959 0.4247 2.2120 0.186 0.420 0.077 0.174
H 0.8675 1.1269 1.7056 1.040 2.425 0.076 0.201
H 0.2654 -1.4253 2.0660 0.463 -0.387 -0.113 0.452
```
Forces are in eV/Å.

## Properties
* LUMO level: 3.752 eV
* charge: -1
* SMILES: O=c1oc([O-])c(CO)o1

***

(3)
Here is C4H3O6Sm as an isolated structure in a non-equilibrium geometry from the Open Molecules 2025 dataset. Energies are from ωB97M-V with the def2-TZVPD basis set.

```
14
Properties=species:S:1:pos:R:3:forces:R:3:lowdin_spin:R:1
C 1.4491 -0.1071 -1.0309 1.168 -1.930 1.879 -0.002
C 1.0260 -1.1422 -0.2609 -0.277 0.948 -2.095 0.016
O 0.2564 -0.8603 0.8417 0.074 0.498 0.538 -0.001
C -0.0558 -1.8206 1.8585 1.141 -1.160 -0.320 0.001
O 0.5011 -2.8861 1.8753 -0.390 0.552 -0.103 0.000
O -0.9176 -1.2697 2.6054 -0.105 -1.622 1.096 -0.014
H 1.6981 0.8204 -0.5078 -0.727 0.097 -0.695 0.001
H 1.0066 -2.1866 -0.5714 -0.029 0.237 0.165 0.001
H 1.9401 -0.3543 -1.9716 -0.182 0.272 0.262 -0.001
O -0.5001 1.6338 -1.8122 -0.636 0.558 0.207 0.491
O -2.1191 2.9870 -1.8675 0.269 -0.123 -0.061 0.448
O -1.4932 2.2014 0.1185 0.071 -0.267 0.580 0.032
C -1.3748 2.2849 -1.1412 0.146 -0.147 -0.863 0.001
Sm -1.4168 0.6995 1.8641 -0.523 2.087 -0.590 6.029
```
Forces are in eV/Å.

## Properties
* LUMO level (alpha / beta): -1.383 / -1.591 eV
* multiplicity: 8
* charge: 0

***

(4)
Here is C4H4 as an isolated structure in a non-equilibrium geometry from the Open Molecules 2025 dataset. Energies are from ωB97M-V with the def2-TZVPD basis set.

```
8
Properties=species:S:1:pos:R:3:forces:R:3:nbo_charge:R:1
C -1.8326 1.7884 -0.4975 0.806 -0.592 1.161 0.151
C -1.0463 1.1526 0.3267 -1.934 1.853 -1.769 -0.473
C -0.1921 0.3609 0.8711 2.196 -2.462 -4.076 0.021
C 0.7550 -0.7093 -0.5099 -0.289 3.504 2.206 -0.555
H -0.1170 0.1367 1.8919 0.507 -0.395 1.261 0.205
H 0.8257 -0.1848 -1.5366 0.454 -0.317 2.277 0.242
H 0.0243 -1.4144 -0.6178 -1.921 -2.036 -0.168 0.195
H 1.5831 -1.1301 0.0722 0.182 0.446 -0.892 0.215
```
Forces are in eV/Å.

## Properties
* LUMO level: -1.355 eV
* charge: 0

***

(5)
Here is a 15-piece molecular cluster, C4H40NO14S overall in a non-equilibrium geometry from the Open Molecules 2025 dataset. Energies are from ωB97M-V with the def2-TZVPD basis set.

```
60
Properties=species:S:1:pos:R:3:forces:R:3:nbo_charge:R:1
C 0.2631 -0.3231 -1.7695 0.103 -2.228 -0.348 -0.635
C -0.4509 -0.2557 -0.4160 0.164 0.767 1.382 -0.054
C -1.9208 0.0846 -0.4756 -3.623 -0.147 -0.701 -0.429
C -2.5082 0.7556 0.8775 2.296 2.986 -1.248 -0.580
S -4.3004 1.2793 1.0906 0.911 -1.450 0.751 -0.031
N -0.1680 -1.4782 0.5999 3.397 4.501 -2.041 -0.733
H -0.1930 0.2927 -2.5410 0.124 0.374 0.594 0.263
H 0.3000 -1.3314 -2.2665 -1.420 1.360 1.102 0.180
H 1.3319 -0.2019 -1.7038 0.279 0.909 0.381 0.227
H -0.1069 0.7274 0.0617 0.347 -1.707 -0.022 0.247
H -2.0050 0.8778 -1.3255 0.027 -1.234 1.572 0.214
H -2.6972 -0.7082 -0.7821 1.590 0.528 0.165 0.217
H -2.0379 1.7813 0.6944 -0.392 -1.136 0.815 0.231
H -2.0021 0.4656 1.8533 -1.169 -0.142 -1.233 0.267
H -4.5881 1.6474 -0.1416 0.191 0.112 -0.679 0.123
H -0.3456 -2.3519 0.2408 -0.974 -2.733 -1.717 0.432
H -0.6680 -1.3565 1.4234 -1.288 0.387 2.168 0.444
H 0.9249 -1.5100 0.7930 -1.317 -0.097 -0.180 0.471
H -3.2111 -1.5699 1.7982 0.883 0.047 0.479 0.480
H -3.0380 -2.6845 2.7155 -0.259 -1.198 0.785 0.480
O -2.5228 -1.9662 2.3871 -0.893 1.042 -1.351 -0.953
H 2.5903 -3.1085 -2.3876 3.343 -6.608 -2.710 0.468
H 1.2783 -2.2917 -2.4860 0.964 -1.092 -0.132 0.479
O 2.1782 -2.4011 -2.1363 -3.489 6.762 2.586 -0.953
H 0.8422 2.8038 2.1174 -4.429 -6.537 3.482 0.476
H 1.4617 4.0572 2.4759 0.245 0.621 0.494 0.478
O 1.3004 3.4407 1.7766 4.558 6.331 -4.137 -0.963
H 4.0399 2.9276 1.0307 -0.218 -1.980 -1.675 0.497
H 2.9021 1.9669 0.5633 1.904 0.511 -0.612 0.487
O 3.9012 2.0926 0.4442 -1.758 2.440 2.391 -0.975
H 0.3519 -1.9000 3.6602 2.226 -2.869 -0.872 0.468
H -0.5153 -1.2459 4.4589 -1.411 0.729 1.332 0.476
O -0.0654 -1.0892 3.6501 -0.596 1.860 -0.360 -0.935
H -1.0374 2.5653 -2.5971 0.438 -0.050 0.102 0.476
H -1.4701 2.6606 -4.0692 2.326 0.253 1.503 0.468
O -0.6237 2.6153 -3.4710 -2.962 0.080 -1.677 -0.931
H -0.6857 0.9572 -4.6383 0.854 0.379 0.259 0.500
H 0.5367 -0.1068 -4.5915 -0.610 0.944 -0.180 0.486
O -0.4204 0.0407 -4.6856 -0.040 -1.815 -0.387 -0.983
H 3.4315 0.1626 -1.0470 -0.827 -0.074 -1.094 0.482
H 4.4623 0.3061 -0.0819 0.270 -0.056 0.655 0.501
O 3.7170 -0.2772 -0.2606 0.943 -0.145 0.217 -0.966
H 2.9502 1.0720 2.1605 -0.029 -0.320 1.226 0.489
H 3.1195 0.7293 3.6989 0.238 -0.035 -0.227 0.489
O 2.4738 0.8838 3.0044 0.632 -0.048 -0.841 -0.979
H 0.5879 0.7804 2.8887 4.000 -4.828 1.868 0.501
H -0.4353 1.7265 3.5191 0.216 -0.485 0.057 0.486
O 0.0441 1.4439 2.7350 -5.184 5.327 -1.730 -0.961
H 0.1243 3.6496 0.2875 0.377 0.794 1.457 0.503
H -0.7406 3.9244 -1.0014 0.558 0.048 0.641 0.471
O -0.0759 3.3541 -0.5806 -0.965 -0.837 -2.222 -0.983
H -0.4158 -3.3618 -3.9956 0.903 -2.066 -2.380 0.481
H -0.9357 -2.0390 -3.7387 -0.349 0.656 0.163 0.519
O -0.6997 -2.8564 -3.2882 -0.635 1.406 1.186 -0.962
H 2.2523 -2.7070 -0.0512 -0.015 -2.354 -4.315 0.491
H 3.2386 -1.7249 0.6968 -2.103 -1.011 -0.689 0.534
O 2.3545 -2.2293 0.6939 1.751 3.069 5.188 -0.965
H -0.4352 -3.9597 -1.9846 -0.425 -0.329 1.891 0.501
H -0.9972 -4.6931 -0.7441 -5.570 -4.745 1.932 0.463
O -0.3717 -4.1665 -1.0079 5.887 5.136 -3.064 -0.974
```
Forces are in eV/Å.

## Properties
* LUMO level: -2.234 eV
* charge: +1

***

Result set for energy: -17070.2106; -14434.1417; -34384.5580; -4205.8421; -45778.8094 eV, one per record in the order listed.